[1]
Below is a cluster of 2 separate species, C2H4IO3P in total at a distorted geometry, with properties calculated with ωB97M-V/def2-TZVPD.

XYZ file:
```
11
Properties=species:S:1:pos:R:3:mulliken_charge:R:1
I 8.4946 -0.3936 5.0444 -1.000
P -1.7816 0.6424 -1.4632 0.596
O -2.5585 1.8090 -0.9755 -0.717
O -2.0528 -1.1984 0.5740 -0.551
O -2.2742 -0.1102 -2.6535 -0.726
C -1.3024 -0.5339 -0.0779 0.590
C 0.1865 -0.3859 0.2513 -0.934
H 0.5524 -0.5370 1.3932 0.259
H -0.5413 1.2042 -1.6723 -0.087
H 0.5716 0.6090 0.0224 0.338
H 0.7058 -1.1056 -0.4428 0.232
```

Results
ΔE to the lowest compared entry with this formula, charge and spin   8.14 kcal per mole
Highest occupied orbital energy   -2.057 eV
M   233.93 Da
Gap between HOMO and LUMO   0.2718 Eh
Charge   -2
Energy   -943.5151 a.u.


[2]
Below is a structure of composition C2H4LiNaO2 at a distorted geometry, with properties calculated with ωB97M-V/def2-TZVPD.

XYZ file:
```
10
Properties=species:S:1:pos:R:3:mulliken_charge:R:1
Na -0.2522 2.6680 0.2123 0.769
O -1.1324 0.4951 -0.2872 -0.846
O 1.7747 0.6809 0.1300 -0.799
C 1.0643 -0.4948 0.2892 -0.370
C -0.2408 -0.5394 -0.5375 -0.362
Li -2.9744 1.2266 0.7658 0.828
H 1.6580 -1.3941 -0.0070 0.238
H -0.7639 -1.4985 -0.3175 0.282
H 0.0703 -0.4349 -1.6065 0.125
H 0.7963 -0.7089 1.3584 0.135
```

Results
Highest occupied orbital energy   -5.591 eV
M   89.98 Da
Gap between HOMO and LUMO   0.1289 Eh
Energy   -398.8161 a.u.


LUMO level, respectively: 5.339, -2.083 eV.